Computed, not measured: 2 unconnected molecules or ions with the total composition C25H24NO4S at a distorted geometry, with the ωB97M-V functional and the def2-TZVPD basis.

Results
HOMO level ... -2.56 eV
LUMO ... 2.58 eV
Net charge ... -1
HOMO-LUMO gap ... 5.144 eV
Molecular weight ... 434.54 g/mol
Total energy ... -1720.9190 a.u.
Max |F| ... 2.6 eV Å⁻¹

```
55
C25H24NO4S the ωB97M-V functional and the def2-TZVPD basis
C 2.253 3.202 -0.021
C 0.918 3.483 -0.337
C -0.108 2.631 0.093
C 0.211 1.523 0.890
S -1.099 0.471 1.599
C -1.292 1.004 3.275
C -2.065 0.472 4.235
O -2.280 0.816 0.850
O -0.586 -0.881 1.571
C 1.545 1.181 1.126
C 2.563 2.040 0.696
H 3.050 3.883 -0.334
H 0.670 4.374 -0.916
H -1.144 2.829 -0.187
H -0.658 1.872 3.463
H -2.153 1.001 5.169
H -2.671 -0.415 4.068
H 1.783 0.249 1.642
H 3.599 1.797 0.933
C -4.923 4.078 7.171
C -3.525 3.733 6.730
O -3.061 2.619 7.515
C -1.861 2.140 7.092
C -1.689 0.747 7.541
N -0.730 -0.053 7.211
C -0.763 -1.383 7.411
C 0.536 -2.034 7.544
C 0.754 -3.372 7.143
C 2.041 -3.910 7.184
C 3.126 -3.141 7.626
C 2.912 -1.811 8.022
C 1.631 -1.259 7.980
C -2.046 -2.110 7.431
C -2.224 -3.406 7.993
C -3.468 -4.041 7.915
C -4.571 -3.413 7.317
C -4.418 -2.123 6.805
C -3.186 -1.486 6.882
O -1.117 2.753 6.339
H -5.314 4.843 6.497
H -5.586 3.207 7.122
H -4.943 4.480 8.190
H -3.522 3.437 5.671
H -2.841 4.578 6.877
H -2.454 0.422 8.279
H -0.086 -3.959 6.764
H 2.201 -4.937 6.858
H 4.132 -3.567 7.659
H 3.745 -1.191 8.353
H 1.462 -0.218 8.269
H -1.386 -3.905 8.487
H -3.583 -5.048 8.316
H -5.541 -3.910 7.251
H -5.235 -1.586 6.324
H -3.133 -0.472 6.479
```